No. 1
The following is a quantum chemistry calculation of a structure of composition C26H28BiClF5N2O2 at a distorted geometry, from the OMol25 dataset.

Atoms and positions in Å:
1 Bi 0.230 -0.425 0.328
2 Cl -1.480 -1.941 1.412
3 N 0.235 -1.871 -1.525
4 N 0.163 0.897 2.269
5 C -0.730 -1.826 -2.413
6 C -0.843 1.711 2.492
7 C 0.945 -3.179 -1.546
8 C -0.068 -3.990 -2.340
9 C 1.221 -3.664 -0.131
10 C 2.278 -2.972 -2.241
11 H 0.298 -3.736 0.461
12 H 1.911 -2.970 0.366
13 H 1.743 -4.641 -0.178
14 H 2.140 -2.568 -3.259
15 H 2.812 -3.923 -2.313
16 H 2.878 -2.277 -1.645
17 C 0.869 0.532 3.527
18 C -0.172 0.997 4.535
19 C 2.174 1.304 3.561
20 C 1.193 -0.954 3.553
21 H 0.293 -1.568 3.412
22 H 1.696 -1.198 4.510
23 H 1.913 -1.186 2.759
24 H 1.997 2.390 3.485
25 H 2.798 0.972 2.724
26 H 2.705 1.102 4.495
27 O -1.084 1.943 3.771
28 H 0.221 1.527 5.423
29 H -0.779 0.167 4.906
30 O -0.945 -2.966 -3.043
31 H -0.706 -4.594 -1.689
32 H 0.350 -4.675 -3.101
33 C -1.468 -0.559 -2.799
34 C -1.604 2.443 1.403
35 C -2.303 1.671 0.275
36 H -0.856 3.081 0.898
37 H -2.306 3.146 1.887
38 C -1.559 1.018 -0.759
39 C -2.242 0.236 -1.741
40 H -0.463 1.287 -0.933
41 C -3.608 0.459 -1.921
42 C -4.283 1.258 -1.014
43 C -4.346 -0.052 -3.122
44 C -3.671 1.870 0.067
45 H -5.332 1.456 -1.189
46 C -4.480 2.811 0.910
47 H -5.530 2.844 0.608
48 H -4.121 3.840 0.817
49 H -4.474 2.561 1.973
50 H -3.962 0.390 -4.046
51 H -5.408 0.205 -3.099
52 H -4.294 -1.136 -3.237
53 H -2.107 -0.777 -3.674
54 H -0.691 0.131 -3.174
55 F 2.231 2.691 0.854
56 C 2.992 1.787 0.159
57 C 2.404 0.748 -0.513
58 C 3.017 0.426 -1.696
59 F 2.280 0.029 -2.782
60 C 4.381 0.720 -1.944
61 F 4.941 0.295 -3.068
62 C 5.060 1.532 -1.055
63 F 6.300 1.955 -1.348
64 C 4.355 2.130 -0.027
65 F 4.890 3.083 0.725

Cartesian forces (eV/Å) of the 3 atoms listed first:
Bi 2.8 -1.5 1.1
Cl -1.5 -1.0 0.7
N -1.3 0.2 -1.9

The value obtained for the energy relative to the best compared isomer or geometry (same formula, charge and spin) is 42.0 kcal/mol. As for the net charge: -1.


No. 2
The following is a quantum chemistry calculation of a structure of composition C26H28BrClCoN3O9S at a distorted geometry, from the OMol25 dataset.

Atoms and positions in Å:
1 Co 0.413 0.152 -0.219
2 O -0.504 1.481 1.252
3 C 0.072 2.761 1.538
4 C 0.042 3.548 0.243
5 C -1.257 3.315 -0.553
6 C -1.019 2.561 -1.835
7 C -1.145 3.229 -3.049
8 C -0.929 2.554 -4.236
9 C -0.609 1.212 -4.180
10 C -0.492 0.613 -2.940
11 N -0.679 1.263 -1.787
12 H -0.313 0.886 1.991
13 H 1.102 2.647 1.876
14 H -0.534 3.243 2.315
15 H 0.900 3.245 -0.354
16 H 0.176 4.607 0.478
17 H -1.726 4.266 -0.811
18 H -1.965 2.751 0.054
19 H -1.420 4.275 -3.046
20 H -1.020 3.068 -5.185
21 H -0.442 0.628 -5.072
22 H -0.256 -0.438 -2.843
23 Br -0.929 -0.247 4.160
24 C -1.367 -1.711 3.008
25 C -1.791 -2.891 3.598
26 C -2.120 -3.931 2.745
27 C -2.013 -3.744 1.378
28 C -1.550 -2.523 0.904
29 N -1.232 -1.515 1.721
30 C -1.391 -2.327 -0.603
31 O -2.045 -3.073 -1.327
32 O -0.572 -1.433 -0.968
33 H -1.857 -2.978 4.672
34 H -2.458 -4.877 3.150
35 H -2.269 -4.507 0.658
36 Cl 3.213 -0.186 3.702
37 C 3.238 -1.417 2.404
38 C 2.371 -1.103 1.190
39 O 2.671 -1.691 0.149
40 O 1.395 -0.309 1.363
41 H 2.879 -2.348 2.839
42 H 4.266 -1.553 2.084
43 C 2.959 0.283 -7.375
44 C 3.661 -0.183 -6.128
45 C 3.029 -1.025 -5.214
46 C 3.674 -1.439 -4.059
47 C 4.972 -1.007 -3.818
48 C 5.616 -0.165 -4.712
49 C 4.957 0.240 -5.861
50 S 5.798 -1.500 -2.331
51 O 5.472 -2.878 -2.105
52 O 7.162 -1.073 -2.488
53 N 5.157 -0.684 -1.099
54 C 5.313 0.764 -0.961
55 C 4.186 1.625 -1.526
56 C 2.950 1.582 -0.631
57 O 3.018 2.117 0.473
58 O 1.918 0.995 -1.124
59 H 2.122 -0.369 -7.626
60 H 3.641 0.304 -8.226
61 H 2.567 1.294 -7.244
62 H 2.019 -1.367 -5.410
63 H 3.178 -2.088 -3.348
64 H 6.630 0.148 -4.504
65 H 5.462 0.890 -6.567
66 H 4.274 -1.094 -0.766
67 H 6.267 1.028 -1.419
68 H 5.399 0.985 0.105
69 H 3.931 1.342 -2.548
70 H 4.548 2.656 -1.518

Cartesian forces (eV/Å) of the 3 atoms listed first:
Co -0.5 1.1 -0.4
O 0.1 -0.1 0.1
C -0.1 -0.1 -0.1

The value obtained for the energy relative to the best compared isomer or geometry (same formula, charge and spin) is 8.3 kcal/mol. As for the net charge: -1. The spin multiplicity is 2.


No. 3
The following is a quantum chemistry calculation of a structure of composition C26H28Cl2F4N5O2SSr, from the OMol25 dataset.

Atoms and positions in Å:
1 Sr 0.734 -0.299 0.103
2 C -1.252 1.377 -1.952
3 N -0.640 2.543 -1.351
4 C -0.272 3.512 -2.361
5 C -1.450 3.114 -0.277
6 C -0.850 2.914 1.106
7 N -0.766 1.507 1.455
8 C -0.500 1.213 2.734
9 C -0.550 -0.145 3.165
10 F -0.847 -1.095 2.226
11 C -0.294 -0.576 4.439
12 F -0.374 -1.898 4.699
13 C 0.023 0.300 5.461
14 C 0.088 1.629 5.094
15 F 0.414 2.546 6.032
16 C -0.148 2.079 3.814
17 F 0.020 3.412 3.610
18 H -2.125 1.625 -2.584
19 H -1.605 0.722 -1.156
20 H -0.513 0.839 -2.551
21 H 0.364 3.037 -3.107
22 H 0.293 4.330 -1.911
23 H -1.153 3.937 -2.875
24 H -2.464 2.693 -0.304
25 H -1.554 4.192 -0.438
26 H -1.483 3.474 1.807
27 H 0.134 3.403 1.108
28 H 0.232 -0.032 6.466
29 N -2.963 -3.339 -1.194
30 C -3.858 -2.408 -0.691
31 C -5.245 -2.388 -0.599
32 C -5.805 -1.274 -0.003
33 C -5.013 -0.224 0.490
34 C -3.635 -0.249 0.395
35 C -3.061 -1.360 -0.219
36 N -1.723 -1.649 -0.439
37 C -1.711 -2.827 -0.993
38 C -0.473 -3.539 -1.291
39 C -0.298 -4.720 -1.944
40 S 1.364 -5.121 -1.958
41 C 1.707 -3.692 -1.060
42 N 0.672 -2.969 -0.800
43 H -3.179 -4.264 -1.519
44 H -5.857 -3.201 -0.969
45 H -6.882 -1.212 0.094
46 H -5.496 0.619 0.966
47 H -2.995 0.533 0.794
48 H -1.031 -5.349 -2.422
49 H 2.705 -3.420 -0.749
50 Cl 5.478 -0.155 2.772
51 C 4.104 -1.278 2.843
52 Cl 3.387 -1.292 4.471
53 C 3.006 -0.915 1.816
54 O 2.576 -1.887 1.150
55 O 2.624 0.265 1.757
56 H 4.486 -2.273 2.651
57 C 3.034 2.088 -2.534
58 C 3.397 0.626 -2.293
59 C 4.382 0.171 -3.380
60 C 2.141 -0.245 -2.185
61 H 3.918 2.732 -2.590
62 H 2.378 2.462 -1.746
63 H 2.496 2.178 -3.485
64 H 3.936 0.579 -1.335
65 H 3.897 0.218 -4.361
66 H 4.687 -0.865 -3.212
67 H 5.287 0.791 -3.416
68 H 2.481 -1.295 -2.106
69 H 1.618 -0.204 -3.162

Cartesian forces (eV/Å) of the 3 atoms listed first:
Sr 0.0 0.1 0.0
C 0.0 0.0 0.0
N 0.0 -0.1 0.0

The value obtained for the energy relative to the best compared isomer or geometry (same formula, charge and spin) is 0.0 kcal/mol. As for the net charge: -1.


No. 4
The following is a quantum chemistry calculation of a structure of composition C26H28Cl2N2Zn at a distorted geometry, from the OMol25 dataset.

Atoms and positions in Å:
1 C 4.089 1.711 -4.624
2 N 4.586 1.020 -3.428
3 C 5.967 1.375 -3.071
4 C 3.660 0.638 -2.401
5 C 3.238 -0.695 -2.242
6 C 2.330 -1.044 -1.277
7 C 1.789 -0.077 -0.394
8 C 0.870 -0.454 0.619
9 C 0.237 0.368 1.586
10 C -0.655 -0.185 2.538
11 C -1.256 0.596 3.489
12 C -1.017 1.981 3.554
13 N -1.662 2.812 4.529
14 C -0.891 3.337 5.665
15 C -2.775 3.676 4.117
16 C -0.132 2.538 2.617
17 C 0.460 1.756 1.673
18 C 2.228 1.249 -0.573
19 C 3.128 1.603 -1.530
20 H 3.003 1.640 -4.659
21 H 4.367 2.765 -4.595
22 H 4.505 1.257 -5.524
23 H 6.183 1.078 -2.045
24 H 6.673 0.878 -3.734
25 H 6.118 2.450 -3.154
26 H 3.658 -1.443 -2.892
27 H 2.005 -2.065 -1.185
28 H 0.656 -1.507 0.684
29 H -0.861 -1.239 2.501
30 H -1.916 0.158 4.218
31 H 0.068 2.826 5.743
32 H -0.702 4.401 5.538
33 H -1.438 3.195 6.596
34 H -3.107 3.390 3.120
35 H -3.609 3.578 4.813
36 H -2.454 4.717 4.089
37 H 0.083 3.591 2.656
38 H 1.210 2.188 0.869
39 H 1.756 2.031 0.176
40 H 3.444 2.627 -1.620
41 Cl -0.018 -5.160 -4.419
42 Zn -0.833 -5.074 -2.364
43 Cl 0.503 -4.664 -0.663
44 C -2.349 -3.707 -2.520
45 C -1.505 -2.479 -2.553
46 C -1.832 -1.582 -1.613
47 C -2.951 -2.129 -0.836
48 C -3.242 -3.396 -1.360
49 C -4.258 -4.153 -0.811
50 C -4.988 -3.629 0.240
51 C -4.709 -2.368 0.745
52 C -3.691 -1.602 0.215
53 H -2.916 -3.849 -3.446
54 H -0.670 -2.359 -3.227
55 H -1.343 -0.640 -1.443
56 H -4.472 -5.132 -1.201
57 H -5.788 -4.206 0.673
58 H -5.305 -1.975 1.553
59 H -3.468 -0.617 0.588

Cartesian forces (eV/Å) of the 3 atoms listed first:
C 0.2 -0.7 1.1
N 0.5 -0.2 -0.5
C -1.2 -0.4 -0.1

As for the net charge: -2. The calculation puts the energy at -3816.76583 Ha.